[1]
Molecular formula: C26H74N4O14
Method: DFT, ωB97M-V with the def2-TZVPD basis set

Properties
Energy relative to the best compared isomer or geometry (same formula, charge and spin) in eV: 9.0980
Max |F| in eV/A: 3.478
LUMO energy in eV: 0.29
Net charge: 0
Structure (SMILES): COC[C@H](C)N.COC[C@H](C)N.COC[C@H](C)N.COC[C@H](C)N.OCCO.OCCO.OCCO.OCCO.OCCO

Geometry (Å):
C 0.91234 11.55612 2.69561
O 2.26527 11.04739 2.44988
C 2.46123 10.10545 1.36071
C 1.68827 8.84728 1.46936
C 1.80878 8.14436 2.80561
N 2.05660 8.00305 0.35678
H 0.79887 12.45916 3.29538
H 0.29301 10.79887 3.17634
H 0.41441 11.75320 1.74623
H 2.06241 10.57395 0.46097
H 3.52038 9.95310 1.15310
H 0.61981 9.05939 1.43059
H 1.74640 8.87083 3.61582
H 2.75587 7.60577 2.83791
H 0.97502 7.45622 2.94495
H 1.71772 7.05828 0.46933
H 1.58525 8.50808 -0.38003
C -6.87704 -0.94411 -4.16263
O -5.70929 -0.40745 -4.60946
C -4.71092 -1.38920 -4.71816
C -3.35091 -0.64765 -4.95438
C -3.50918 0.27857 -6.20658
N -2.24547 -1.63754 -5.19368
H -6.76817 -1.52916 -3.24942
H -7.27556 -1.55837 -4.97008
H -7.59663 -0.16802 -3.90194
H -4.66322 -1.88523 -3.74874
H -4.93783 -2.11738 -5.49686
H -3.18561 -0.03908 -4.06532
H -3.70309 -0.25341 -7.13797
H -2.55808 0.78418 -6.37350
H -4.30723 1.02069 -6.18490
H -1.40008 -1.08523 -5.17534
H -2.30507 -1.85061 -6.17915
C -6.71161 8.77459 -6.29571
O -5.89142 8.06504 -5.33917
C -6.10163 6.63091 -5.24016
C -5.64366 6.26315 -3.81593
C -4.06247 6.30421 -3.86478
N -6.09353 4.97480 -3.25098
H -6.66773 8.29077 -7.27147
H -6.28360 9.76772 -6.43208
H -7.69484 8.87748 -5.83661
H -7.08368 6.30652 -5.58430
H -5.46896 6.17053 -5.99903
H -6.00509 7.11107 -3.23413
H -3.63060 5.46111 -4.40402
H -3.53159 6.51180 -2.93571
H -3.71812 7.12461 -4.49443
H -5.89752 4.38159 -4.04457
H -5.42844 4.53581 -2.63046
C 0.06623 -11.32811 4.58424
O 0.31554 -9.99163 5.01343
C 1.55230 -9.28170 4.90014
C 1.32581 -7.96743 5.59817
C 0.46631 -7.05815 4.70745
N 2.55592 -7.23655 5.91580
H -0.94169 -11.62026 4.87893
H 0.78763 -11.99072 5.06239
H 0.12341 -11.47973 3.50635
H 2.40241 -9.74292 5.40281
H 1.97378 -9.31031 3.89533
H 0.99358 -7.92730 6.63553
H 0.33884 -6.05824 5.12221
H -0.48308 -7.57443 4.84964
H 0.80038 -7.04832 3.66996
H 3.11946 -7.94468 6.36420
H 3.14343 -7.03767 5.11869
O -0.91266 2.06415 10.18665
C -0.45683 1.79566 8.88099
C -1.47194 2.22713 7.88254
O -1.40709 3.70188 7.66099
H -1.25728 1.27361 10.60842
H 0.45456 2.38917 8.80884
H -0.30619 0.72306 8.75875
H -2.53298 2.11910 8.10754
H -1.39737 1.82226 6.87327
H -1.28595 4.09894 8.52660
O 0.69016 -1.33436 -0.84308
C 0.04023 -0.64825 0.24168
C 0.76257 0.69989 0.72833
O 0.54064 1.77936 -0.17549
H 0.10023 -1.52263 -1.57666
H -1.03035 -0.52483 0.07820
H 0.13569 -1.21270 1.16925
H 1.80925 0.51456 0.96961
H 0.45239 0.85427 1.76180
H 1.06838 1.57091 -0.94985
O 5.72919 -6.81256 0.75235
C 5.39173 -5.81742 -0.21060
C 4.30737 -6.35356 -1.06772
O 4.76561 -7.51648 -1.80250
H 6.59215 -6.55530 1.08509
H 5.05238 -4.90360 0.27712
H 6.14754 -5.47840 -0.91906
H 4.03336 -5.59077 -1.79653
H 3.39653 -6.54854 -0.50164
H 4.95619 -8.20549 -1.16177
O 6.37085 -1.80261 4.93255
C 7.31437 -0.75229 4.98890
C 8.71986 -1.15151 5.50064
O 8.84589 -2.04669 6.63327
H 6.45553 -2.36382 5.70681
H 7.34791 -0.39741 3.95884
H 7.07221 0.07713 5.65336
H 9.30302 -0.30335 5.85930
H 9.17667 -1.63629 4.63784
H 9.74352 -2.15331 6.95653
O 0.02730 -4.55077 -9.56186
C -0.26204 -5.93859 -9.38247
C 0.51909 -6.59006 -8.21403
O -0.03087 -6.30671 -7.00163
H -0.70061 -4.27777 -10.12508
H -1.33652 -6.02924 -9.22317
H 0.00467 -6.36016 -10.35161
H 1.57465 -6.32050 -8.17919
H 0.44316 -7.67160 -8.32639
H -0.16073 -5.35843 -6.92741

[2]
Molecular formula: C6H10O
Method: DFT, ωB97M-V with the def2-TZVPD basis set

Properties
Energy relative to the best compared isomer or geometry (same formula, charge and spin) in eV: 2.8178
Max |F| in eV/A: 1.201
LUMO energy in eV: 0.87
Net charge: 0

Geometry (Å):
C 1.13175 0.52168 -1.07080
C 0.88941 -0.18713 1.58359
C 0.15452 -1.33205 0.89527
C -0.78082 -1.01613 -0.27568
C -0.39899 0.42964 -0.63470
C -0.71930 1.30220 0.57201
O 0.27872 0.97425 1.57087
H 1.92902 -0.14144 -0.66118
H 1.09509 0.25362 -2.11743
H 1.60474 1.51642 -1.01584
H 0.92716 -2.06113 0.64104
H -0.36182 -1.76594 1.76353
H -1.84732 -1.13650 -0.01158
H -0.60351 -1.69013 -1.12132
H -1.00300 0.77970 -1.47902
H -1.73130 1.18829 0.99576
H -0.56433 2.36465 0.36548

[3]
Molecular formula: CH22CdO14
Method: DFT, ωB97M-V with the def2-TZVPD basis set

Properties
Max |F| in eV/A: 7.550
LUMO energy in eV: -4.09
Net charge: 0

Geometry (Å):
Cd -0.94882 -2.20284 -1.36774
C -0.27782 -0.24484 -0.11374
O 0.26818 0.99816 0.00226
O 0.60618 -1.13984 -0.39174
O -1.49382 -0.46184 -0.16474
O -2.89682 1.75216 -0.46274
H -2.18282 1.08216 -0.40074
H -2.51282 2.55716 -0.07674
O -1.51082 -3.31984 0.74426
H -0.93982 -3.90084 1.23026
H -1.77382 -2.65484 1.36726
O 1.49318 -1.93584 1.99126
H 0.62818 -2.03484 2.45026
H 1.27518 -1.36184 1.22326
O -0.13882 1.73116 -2.45774
H -0.02382 1.29816 -1.60874
H -0.83382 2.42816 -2.39474
O 1.74018 0.87816 2.04126
H 1.18618 0.94116 1.24826
H 2.58018 0.63016 1.70226
O 0.98318 -1.92184 -2.99774
H 1.40018 -2.70784 -3.31674
H 1.44318 -1.23884 -3.47874
O -0.00982 3.58416 0.25326
H 0.05018 2.59416 0.11926
H 0.90318 3.74516 0.46326
O -4.01382 -0.68684 0.96026
H -4.12382 0.17916 1.38926
H -3.19582 -0.58784 0.53626
O 2.68918 1.34816 -1.06374
H 3.18518 1.07516 -0.28674
H 1.80418 1.10016 -0.83874
O 3.15818 -2.25584 -0.56274
H 3.44418 -1.58984 -1.23674
H 2.26018 -1.99184 -0.56874
O -1.14382 1.43816 2.28226
H -1.01182 1.26316 1.35026
H -2.06582 1.61416 2.43526

[4]
Molecular formula: C4H7N
Method: DFT, ωB97M-V with the def2-TZVPD basis set

Properties
Energy relative to the best compared isomer or geometry (same formula, charge and spin) in eV: 2.4500
Max |F| in eV/A: 4.040
LUMO energy in eV: 0.98
Net charge: 0
Structure (SMILES): CC#CCN

Geometry (Å):
C 2.42373 0.17967 -0.02955
C 1.03593 -0.14615 -0.34070
C -0.15034 -0.47294 -0.35166
C -1.57416 -0.59779 0.04214
N -2.37077 0.53099 -0.17839
H 2.60515 -0.37943 0.89741
H 3.17626 -0.14299 -0.69368
H 2.64518 1.28982 0.29626
H -1.42914 -0.96046 1.04254
H -1.91399 -1.49459 -0.54238
H -2.51445 1.09082 0.72399
H -1.93339 1.10304 -0.86598

[5]
Molecular formula: C20H44N10O17P
Method: DFT, ωB97M-V with the def2-TZVPD basis set

Properties
Max |F| in eV/A: 3.719
LUMO energy in eV: -3.70
Net charge: +1

Geometry (Å):
C 7.22347 1.71176 -2.52949
C 5.80904 2.26470 -2.13735
C 4.64250 1.53737 -2.61877
C 3.31518 2.04641 -2.21648
C 3.15487 3.23291 -1.36565
C 1.69316 3.68741 -0.94178
N 0.78008 2.54398 -1.18124
C 0.02188 2.81074 -2.43382
C -1.17919 1.83257 -2.72754
N -1.34924 0.72101 -1.73758
P -0.56273 -0.81961 -2.24679
O 0.92127 -0.74147 -2.30036
C -0.95708 1.04304 -0.31564
C -0.25238 2.43196 -0.12033
C 4.33444 3.97091 -0.92895
C 5.64588 3.46664 -1.32607
H 7.13714 0.68568 -2.97298
H 7.66669 2.41293 -3.27679
H 7.81109 1.64259 -1.57598
H 4.68736 0.61346 -3.24089
H 2.44947 1.46037 -2.60775
H 1.43528 4.61595 -1.51368
H 1.75388 3.87598 0.16644
H -0.43640 3.84404 -2.31126
H 0.73920 2.91824 -3.29442
H -2.13533 2.40368 -2.83873
H -0.99476 1.36626 -3.73975
H -2.36018 0.49659 -1.71596
H -1.13168 -1.34616 -3.44346
H -0.87669 -1.74734 -1.19486
H -1.87165 1.02525 0.32700
H -0.30840 0.19101 0.03640
H -1.01916 3.25395 -0.14512
H 0.25992 2.37711 0.88028
H 4.21885 4.89806 -0.30336
H 6.54578 4.03928 -0.98555
C 1.25211 -4.94244 0.09516
N -0.09489 -4.42589 0.45779
O -1.05889 -5.02832 0.03041
O -0.13076 -3.42646 1.16379
H 1.13202 -5.82440 -0.52691
H 1.77099 -4.15418 -0.44790
H 1.76815 -5.19046 1.01909
C 3.00450 -0.75915 -5.78586
N 4.18075 -0.49351 -6.65743
O 4.84511 0.49636 -6.41425
O 4.38923 -1.28855 -7.55063
H 2.94050 0.02629 -5.03690
H 2.12027 -0.76159 -6.41971
H 3.15507 -1.72868 -5.31592
C 3.02332 8.64344 -0.49955
N 3.85860 7.41261 -0.47438
O 3.97413 6.83267 0.59497
O 4.36625 7.07303 -1.52156
H 2.63728 8.82392 0.49960
H 3.65953 9.46441 -0.82224
H 2.21128 8.47412 -1.20324
C 2.20811 -0.81359 0.76772
N 3.55163 -1.00268 1.37569
O 3.86416 -2.13479 1.69868
O 4.23793 -0.01160 1.50467
H 1.70682 -1.77874 0.71397
H 1.65397 -0.12632 1.40505
H 2.35451 -0.39877 -0.22903
C -4.49537 -5.64871 0.55068
N -5.70727 -4.85201 0.22122
O -6.25820 -4.26291 1.13413
O -6.06096 -4.84523 -0.94062
H -4.29859 -5.56252 1.61532
H -4.69696 -6.68219 0.27796
H -3.66939 -5.24169 -0.02800
C 2.74445 -6.60552 4.65788
N 2.81605 -7.08490 3.25139
O 1.86108 -6.84998 2.52508
O 3.82001 -7.67653 2.92482
H 1.79597 -6.09739 4.80582
H 2.82162 -7.47627 5.30500
H 3.57719 -5.92325 4.81389
C -8.24560 -2.13690 2.64327
N -8.88655 -1.88196 3.96081
O -9.32028 -2.83774 4.56846
O -8.92792 -0.72216 4.33457
H -8.27757 -3.20219 2.43744
H -8.80621 -1.58220 1.89407
H -7.21777 -1.78732 2.70589
C -9.30757 1.54658 6.41894
N -8.92032 2.98246 6.37004
O -8.93153 3.52988 5.28264
O -8.61883 3.50703 7.42434
H -9.54820 1.21517 5.41547
H -8.46049 0.99190 6.81540
H -10.17403 1.46255 7.07127

[6]
Molecular formula: C42H106N6O14
Method: DFT, ωB97M-V with the def2-TZVPD basis set

Properties
Energy relative to the best compared isomer or geometry (same formula, charge and spin) in eV: 4.6352
Max |F| in eV/A: 3.977
LUMO energy (alpha / beta) in eV: -2.14 / -7.32
Net charge: +1
<S²>: 0.75
Spin multiplicity: 2

Geometry (Å):
C -5.47442 6.07390 -2.02398
C -4.49220 4.96733 -1.81288
C -4.92499 3.90179 -0.73753
O -4.05219 4.27595 -2.89717
H -6.47622 5.64551 -1.99250
H -5.18935 6.50926 -2.98173
H -5.32925 6.85551 -1.27825
H -3.63327 5.43279 -1.32948
H -4.31225 3.00118 -0.77678
H -5.95362 3.54854 -0.80982
H -4.78578 4.29689 0.26877
H -3.50422 3.55999 -2.56743
C -1.33654 0.12659 -2.53091
C -2.17128 1.21780 -3.15844
C -3.48209 0.77236 -3.71733
O -2.63303 2.00702 -2.11005
H -1.19647 -0.72625 -3.19509
H -1.93806 -0.35401 -1.75936
H -0.42320 0.41154 -2.00872
H -1.54512 1.76989 -3.85930
H -3.22446 0.14215 -4.56855
H -4.07758 1.57089 -4.15985
H -4.14073 0.29128 -2.99425
H -2.22149 1.75161 -1.28120
C 3.18426 5.47381 0.49758
O 1.83870 5.86868 0.43148
C 1.64466 7.12559 -0.23587
C 0.29462 7.81048 0.20101
N 0.12317 8.46200 1.55539
C 0.99064 9.65900 1.74840
C 0.41685 10.36061 3.02572
O -0.89983 10.78911 2.69068
C -1.60856 11.27273 3.89102
H 3.55576 6.09302 1.31408
H 3.70253 5.63340 -0.44794
H 3.33421 4.43703 0.79870
H 1.68470 6.87896 -1.29685
H 2.46718 7.72337 0.15684
H -0.40850 6.97857 0.16009
H -0.14620 8.40826 -0.59676
H -0.70065 9.04169 1.62883
H 0.99560 10.36153 0.91502
H 2.03053 9.37077 1.90215
H 1.10076 11.11279 3.41891
H 0.33611 9.64781 3.84639
H -1.65650 10.48465 4.64251
H -2.55739 11.76792 3.68462
H -0.93988 12.07122 4.21252
C 7.30366 -5.30438 -4.27106
O 6.03560 -4.70495 -3.93209
C 6.08260 -3.78921 -2.85384
C 6.32076 -4.66803 -1.53768
N 7.10011 -4.00969 -0.56654
C 7.40500 -4.82938 0.66588
C 6.29079 -5.09339 1.62403
O 5.32435 -4.01929 1.82608
C 4.19780 -4.41209 2.62759
H 7.30675 -5.65230 -5.30404
H 7.54928 -6.15233 -3.63171
H 8.12538 -4.59532 -4.17061
H 5.15313 -3.22201 -2.80426
H 6.85414 -3.02954 -2.97918
H 6.55821 -5.66647 -1.90488
H 5.33532 -4.69821 -1.07283
H 6.39157 -3.42672 -0.14441
H 8.25147 -4.30086 1.10431
H 8.01022 -5.71643 0.47894
H 6.68361 -5.53937 2.53777
H 5.64630 -5.85788 1.19012
H 3.81301 -3.41360 2.83511
H 4.33671 -5.11155 3.45194
H 3.38577 -4.84899 2.04637
C 1.01149 4.67446 4.52810
O -0.11307 3.88627 4.89483
C -0.97199 4.39142 5.87115
C -2.22927 3.49397 5.63504
N -3.44278 3.91933 6.37324
C -3.68852 3.14594 7.63945
C -5.20918 3.28268 8.14009
O -6.04956 2.66422 7.16563
C -7.25837 2.15268 7.71582
H 1.37699 5.06004 5.47985
H 0.66101 5.53081 3.95196
H 1.84415 4.12698 4.08645
H -1.29236 5.41585 5.68141
H -0.41011 4.33548 6.80348
H -2.02602 2.42346 5.60654
H -2.43941 3.58110 4.56904
H -4.29358 3.67820 5.88527
H -2.92997 3.54854 8.31072
H -3.31407 2.12349 7.58967
H -5.44700 4.28386 8.49948
H -5.17446 2.72991 9.07889
H -8.01577 1.98905 6.94922
H -7.57327 3.01667 8.30101
H -7.25648 1.20411 8.25276
C 0.24175 -2.79708 1.31786
O 0.80677 -4.09951 1.25609
C -0.26497 -5.04452 1.23217
C 0.35736 -6.48572 1.32848
N 0.97309 -6.86766 0.02717
C 2.37298 -6.40119 -0.08733
C 2.77456 -6.44611 -1.50091
O 2.12377 -5.32970 -2.05000
C 2.69853 -4.96880 -3.33287
H -0.27707 -2.55114 2.24438
H -0.44991 -2.67457 0.48438
H 1.08472 -2.10653 1.29218
H -0.74901 -4.86212 0.27274
H -1.01292 -4.81644 1.99155
H -0.37597 -7.24645 1.59612
H 1.10339 -6.70355 2.09274
H 0.52610 -6.24801 -0.63338
H 3.04431 -7.04234 0.48394
H 2.49870 -5.36797 0.23634
H 2.29186 -7.31802 -1.94237
H 3.85851 -6.55105 -1.45453
H 2.88528 -3.90381 -3.47079
H 2.01602 -5.15146 -4.16288
H 3.71218 -5.28582 -3.57804
C -3.35555 1.16169 1.33298
O -2.24354 1.78100 0.72540
C -1.23495 2.25824 1.69772
C 0.10206 2.66294 0.91090
N 0.74943 1.34119 0.51716
C 1.75709 1.48731 -0.50743
C 2.72934 0.30851 -0.59359
O 1.82839 -0.72367 -0.99204
C 2.20378 -1.92540 -1.54041
H -3.17849 0.92370 2.38183
H -3.59801 0.23736 0.80863
H -4.23047 1.81165 1.34591
H -1.08952 1.45966 2.42518
H -1.61288 3.15866 2.18199
H 0.71818 3.31283 1.53228
H -0.10683 3.30692 0.05664
H 0.13380 0.58007 0.26859
H 2.31928 2.36888 -0.19940
H 1.22809 1.58732 -1.45520
H 3.36809 0.14342 0.27407
H 3.34377 0.64126 -1.43017
H 1.45151 -2.70744 -1.64350
H 3.04791 -2.38510 -1.02637
H 2.66977 -1.75412 -2.51077
C -4.50998 -9.36129 -5.38103
O -3.12204 -9.04571 -5.31721
C -3.04898 -7.64272 -5.03686
C -1.59896 -7.32371 -4.81256
N -1.49606 -5.99029 -4.23000
C -1.07066 -4.99300 -5.19642
C -0.61435 -3.73135 -4.45902
O 0.13823 -2.94028 -5.30103
C -0.58792 -2.28599 -6.23993
H -4.59613 -10.44009 -5.51091
H -5.06981 -9.03193 -6.25637
H -4.96635 -9.05571 -4.43951
H -3.62180 -7.43040 -4.13414
H -3.54426 -7.02683 -5.78751
H -1.24942 -7.41163 -5.84124
H -1.01282 -8.07702 -4.28619
H -0.88815 -5.97841 -3.42352
H -1.95864 -4.65795 -5.73246
H -0.27278 -5.23876 -5.89720
H 0.05036 -4.08559 -3.67113
H -1.45743 -3.20682 -4.00936
H 0.19610 -1.79296 -6.81468
H -1.18326 -1.53699 -5.71775
H -1.24010 -2.96093 -6.79420

- max |F| of number 4 (C4H7N)?
  4.040 eV/A

- Which value of net charge does entry 6 give?
  +1